[1]
{
  "formula": "C3H4N2",
  "method": "ωB97M-V/def2-TZVPD",
  "species": ["N", "N", "C", "C", "C", "H", "H", "H", "H"],
  "coordinates": [[1.8751, 1.5763, -1.0652], [-0.4851, 0.8500, 1.3626], [1.1925, 1.0786, -0.2891], [-0.3325, -0.8482, -0.3789], [0.1326, 0.3881, 0.3749], [-1.2063, -1.2131, -0.0769], [-1.2590, 0.4267, 1.8133], [0.6042, -1.5870, -0.3905], [-0.5216, -0.6713, -1.3503]],
  "max_force_ha_per_bohr": 0.1284,
  "total_energy_ev": -6154.2050,
  "smiles": "[H]/N=C(\\C)C#N",
  "homo_energy_ev": -10.47
}


[2]
{
  "formula": "C23H46BClN4O9",
  "method": "ωB97M-V/def2-TZVPD",
  "species": ["Cl", "O", "O", "O", "O", "O", "O", "O", "O", "O", "N", "N", "N", "N", "C", "C", "C", "C", "C", "C", "C", "C", "C", "C", "C", "C", "C", "C", "C", "C", "C", "C", "C", "C", "C", "C", "C", "B", "H", "H", "H", "H", "H", "H", "H", "H", "H", "H", "H", "H", "H", "H", "H", "H", "H", "H", "H", "H", "H", "H", "H", "H", "H", "H", "H", "H", "H", "H", "H", "H", "H", "H", "H", "H", "H", "H", "H", "H", "H", "H", "H", "H", "H", "H"],
  "coordinates": [[-2.0218, 1.9272, 3.9950], [2.4071, -3.7540, 3.8267], [-1.6603, 3.7485, -0.5634], [4.4192, -2.1968, -3.5745], [1.5281, -1.9451, 2.9953], [0.4707, 1.4411, 3.6265], [0.3247, -4.6146, 0.1062], [4.7966, 0.8496, 3.7623], [-6.2033, 5.1272, -2.6292], [3.4033, 0.9577, 2.1031], [-7.5704, 4.0972, -1.1301], [6.1305, -2.6372, -2.1424], [-1.0578, -5.9784, 1.2903], [-2.9208, 3.6189, -2.4508], [4.6399, 0.7839, 2.6213], [-0.0791, -6.1614, 2.3532], [-8.6310, 3.9253, -2.1096], [-2.3428, -6.6419, 1.3918], [1.9963, 2.7156, 1.2523], [1.2994, -1.2822, 0.5986], [2.1211, -3.1436, 2.8874], [7.5498, -2.5590, -1.8589], [-0.4670, 1.7219, 3.0541], [-2.5761, 3.2606, -1.2079], [-0.6165, 1.9202, 1.5762], [-6.4319, 4.7014, -1.5107], [5.2462, -3.2496, -1.1646], [-4.0268, 2.9949, -3.1554], [5.8112, 0.4894, 1.7271], [-0.7386, -5.1942, 0.2453], [-7.7721, 3.6143, 0.2231], [3.3333, 2.0076, 1.1216], [-2.1633, 4.6677, -3.1128], [0.6139, -1.6435, 1.9251], [5.5992, -2.1592, -3.2866], [0.4122, -0.4895, -0.3762], [0.8049, 0.9829, -0.5529], [0.7558, 1.8626, 0.7622], [-0.0672, -0.8822, 2.2878], [-4.7625, 3.7576, -3.4057], [0.5064, -0.9687, -1.3475], [-1.3345, 1.1732, 1.2362], [4.7340, -4.0996, -1.6166], [-8.9423, 4.8990, -2.4891], [-2.8578, -6.3103, 2.2956], [-3.6560, 2.5292, -4.0717], [-8.2650, 3.3317, -2.9482], [0.0305, -2.5466, 1.7419], [5.5379, 0.1795, 0.7187], [6.3945, -0.3159, 2.1572], [2.0439, 3.5959, 0.5983], [2.2615, -0.8025, 0.7715], [7.7130, -1.9801, -0.9470], [-2.9602, -6.4075, 0.5269], [-6.8937, 3.8160, 0.8327], [4.4956, -2.5221, -0.8514], [0.0674, 1.4354, -1.2286], [5.8163, -3.5830, -0.3008], [-2.5654, 4.8418, -4.1072], [1.9086, 3.0786, 2.2736], [-4.4964, 2.2335, -2.5341], [-3.2139, 2.4571, -0.7974], [8.0744, -2.0771, -2.6815], [-0.6362, -0.6119, -0.1060], [6.4821, 1.3397, 1.6457], [0.8296, -6.5968, 1.9363], [-8.6344, 4.1146, 0.6677], [-9.4800, 3.4241, -1.6517], [1.5280, -2.2281, 0.1124], [-2.2216, 5.5867, -2.5293], [4.1367, 2.7131, 1.3406], [7.9547, -3.5637, -1.7208], [-1.0905, 2.8847, 1.4042], [6.3537, -1.7151, -3.9603], [-7.9526, 2.5377, 0.2067], [-1.1156, 4.3729, -3.1868], [3.4944, 1.6324, 0.1104], [-0.4787, -6.8157, 3.1233], [1.7680, 1.1042, -1.0481], [2.3788, -3.5312, 1.8907], [-1.5493, -5.1136, -0.4989], [-2.1961, -7.7227, 1.4401], [-5.6921, 4.7833, -0.6953], [0.1685, -5.1930, 2.7866]],
  "max_force_ha_per_bohr": 0.0951,
  "total_energy_ev": -62183.4611,
  "smiles": "CC(=O)OCCB(CCCCOC=O)CC(=O)Cl.CN(C)C=O.CN(C)C=O.CN(C)C=O.CN(C)C=O",
  "homo_energy_ev": -9.36
}


[3]
{
  "formula": "C19H20ClN4O5Ta",
  "method": "ωB97M-V/def2-TZVPD",
  "species": ["Ta", "Cl", "O", "O", "O", "O", "O", "N", "N", "N", "N", "C", "C", "C", "C", "C", "C", "C", "C", "C", "C", "C", "C", "C", "C", "C", "C", "C", "C", "C", "H", "H", "H", "H", "H", "H", "H", "H", "H", "H", "H", "H", "H", "H", "H", "H", "H", "H", "H", "H"],
  "coordinates": [[1.0892, 0.4323, -0.7230], [-0.6056, -2.9382, 6.2038], [-0.8493, -0.1925, -0.7772], [2.7586, 0.7355, -0.2246], [4.8914, 0.7634, 0.5105], [0.6610, -1.7115, -0.6165], [-2.4329, -2.0525, 0.7057], [1.7784, 0.5691, 2.1878], [0.1888, 2.5596, -0.6605], [-1.2780, 4.1734, -0.8337], [3.1735, 0.6243, 1.9709], [-1.1098, -2.6649, 4.5872], [1.7733, 0.6321, -5.7123], [-1.6584, -2.4323, -0.4019], [-4.3143, -1.9202, 2.6960], [1.4567, 0.5662, -2.9543], [0.8116, 3.7534, -0.3854], [2.8852, 0.5544, -4.8884], [3.7218, 0.7152, 0.7218], [-1.0793, 2.8615, -0.9339], [-0.5545, -1.4162, -0.6276], [2.7292, 0.5192, -3.5085], [0.3421, 0.6568, -3.7824], [0.5021, 0.6917, -5.1599], [-0.1867, -2.7597, 3.5489], [-2.4420, -2.3652, 4.3098], [-0.1001, 4.7612, -0.4897], [-1.9336, -2.2573, 1.9673], [-0.5998, -2.5446, 2.2459], [-2.8782, -2.1676, 3.0127], [3.8748, 0.5235, -5.3172], [-4.4343, -1.0125, 2.1075], [-1.8416, 2.1464, -1.1805], [-3.1518, -2.3132, 5.1197], [1.5537, -0.2536, 2.7541], [-1.2498, -3.4414, -0.2847], [-0.6611, 0.7007, -3.3708], [3.6083, 0.4583, -2.8781], [-2.3340, -2.4032, -1.2674], [0.0021, 5.8193, -0.3523], [-2.1516, 4.6596, -0.9890], [-0.3650, 0.7676, -5.7977], [1.4840, 1.3876, 2.7269], [-4.7060, -2.7445, 2.1002], [1.8920, 0.6447, -6.7848], [3.8219, 0.6326, 2.7524], [0.1282, -2.6468, 1.4553], [-4.9032, -1.8399, 3.6040], [0.8352, -3.0294, 3.7645], [1.8576, 3.7993, -0.1500]],
  "max_force_ha_per_bohr": 0.1023,
  "charge": 2,
  "total_energy_ev": -50285.3002,
  "homo_energy_ev": -13.29
}